{
  "formula": "C6H8Cl4O",
  "method": "wB97M-V/def2-TZVPD",
  "elements": ["Cl", "Cl", "Cl", "Cl", "O", "C", "C", "C", "C", "C", "C", "H", "H", "H", "H", "H", "H", "H", "H"],
  "xyz": [[-3.1877, -0.0874, -1.3460], [-0.7855, -2.0225, -0.7582], [-2.1509, 1.7420, 0.6280], [-1.7938, -0.9212, 1.5574], [0.6829, 1.2937, 0.8551], [-1.6290, 0.5952, -0.6142], [-0.8744, -0.5126, 0.1159], [1.8892, -0.8535, -0.0116], [0.6946, -0.0948, 0.5073], [-0.7968, 1.1867, -1.7080], [1.4133, -1.0630, 1.4090], [-0.0390, 1.7960, -1.1631], [1.8788, -0.7549, 2.4114], [1.8675, -1.6409, -0.7621], [2.7644, -0.1919, 0.0970], [-1.4689, 1.7767, -2.3835], [0.9142, 1.3439, 1.7583], [-0.1773, 0.2836, -2.1385], [0.7985, -1.8748, 1.5458]],
  "forces_ev_per_angstrom": [[0.74, 0.24, 0.28], [0.12, -0.51, -1.02], [-0.28, 1.12, -0.58], [0.04, -0.53, 1.11], [0.69, -1.27, -2.15], [-1.12, -0.51, -0.24], [2.08, -0.28, 1.04], [1.08, 1.61, 1.21], [-2.40, 0.27, 0.89], [1.33, -0.62, -0.05], [-0.03, 1.38, 0.73], [-0.59, -0.01, -0.82], [-0.21, -0.12, -2.03], [-0.03, 0.34, 0.27], [-0.24, -0.42, -1.03], [1.13, -0.68, 0.31], [0.28, 0.17, 1.57], [-1.51, 1.91, 0.05], [-1.06, -2.11, 0.45]],
  "e_homo_ha": -0.373,
  "energy_ha": -2149.35373,
  "charge": 0,
  "relative_energy_kcal_mol": 0.00,
  "lumo_energy_ev": 0.598,
  "gap_ev": 10.75
}

---

{
  "formula": "C6H8CsLiO6",
  "method": "wB97M-V/def2-TZVPD",
  "elements": ["Cs", "O", "O", "O", "O", "O", "O", "C", "C", "C", "C", "C", "C", "Li", "H", "H", "H", "H", "H", "H", "H", "H"],
  "xyz": [[-2.9958, -3.8706, 2.3254], [-1.5366, -0.6989, 0.7246], [2.1292, -0.0603, -0.0596], [-0.2589, 1.2146, 0.9047], [1.8697, -0.3859, -3.1382], [-0.7642, 0.4449, -1.1952], [0.9576, -1.8695, 0.2619], [2.7131, 0.3947, -2.3678], [-1.3876, 1.3957, 1.7338], [3.1100, -0.3238, -1.0672], [-0.4446, 0.1023, -0.0240], [0.9436, -0.6773, 0.0465], [-2.3476, 0.2694, 1.3684], [-6.1961, -0.8693, 0.1063], [2.2297, 1.3503, -2.0523], [-1.0835, 1.3520, 2.7913], [3.2061, -1.3957, -1.2533], [-3.1195, 0.6515, 0.6827], [4.0561, 0.0557, -0.6620], [-2.8641, -0.1502, 2.2436], [3.6322, 0.6966, -2.9075], [-1.8486, 2.3738, 1.5377]],
  "forces_ev_per_angstrom": [[0.34, 0.50, -0.36], [0.16, -0.20, 0.52], [0.09, 1.98, -0.24], [-0.26, 0.22, 0.83], [0.44, 0.88, 0.15], [0.12, -0.59, 0.47], [-0.31, -0.29, -0.33], [0.15, -0.46, 0.79], [0.33, 0.27, -0.07], [-0.44, -0.01, 0.00], [0.59, 1.13, -1.03], [-1.09, -2.26, 0.88], [0.32, -0.19, -0.74], [0.08, -0.02, 0.01], [-0.16, -0.48, -0.50], [-0.02, 0.01, -0.16], [-0.06, -0.04, 0.06], [0.03, -0.10, -0.03], [-0.25, -0.01, -0.08], [0.17, -0.10, -0.02], [-0.35, -0.16, -0.29], [0.10, -0.09, 0.13]],
  "e_homo_ha": [-0.196, -0.251],
  "energy_ha": -712.31308,
  "charge": 0,
  "relative_energy_kcal_mol": 153.04,
  "lumo_energy_ev": [-1.323, -1.388],
  "gap_ev": [4.00, 5.45]
}

---

{
  "formula": "C6H8F3N2",
  "method": "wB97M-V/def2-TZVPD",
  "elements": ["F", "F", "F", "N", "N", "C", "C", "C", "C", "C", "C", "H", "H", "H", "H", "H", "H", "H", "H"],
  "xyz": [[-0.7109, 1.7341, 1.3150], [-0.2865, -2.8341, -0.9302], [1.6279, -1.6136, 0.0716], [0.8645, 0.4309, 0.3230], [-1.7534, -1.1443, -0.8073], [0.5409, -0.7738, -0.1249], [2.1631, 0.9889, 0.8183], [1.5611, 2.3511, 0.8316], [-2.8599, -2.0445, -1.0279], [0.2069, 1.7342, 0.3677], [-0.5539, -1.4949, -0.6918], [-3.0815, -2.3805, -0.0191], [-3.7835, -1.5414, -1.4285], [3.0450, 0.8872, 0.0145], [2.4680, 0.6550, 1.8769], [-0.2493, 1.9655, -0.5756], [1.4744, 2.9614, 1.8071], [-2.6777, -2.8516, -1.8165], [2.0047, 2.9703, -0.0039]],
  "forces_ev_per_angstrom": [[-1.18, 0.03, 0.99], [0.90, 1.46, 0.39], [-2.30, 1.55, -0.57], [-0.75, -3.11, -1.25], [1.00, 1.80, 0.48], [5.42, 0.69, 2.13], [3.02, -1.39, 0.33], [-0.89, 2.88, -0.84], [-0.71, -0.34, -2.19], [0.58, 0.65, 0.07], [-3.41, -2.92, -1.03], [-0.17, -0.64, -0.01], [1.16, 0.14, 0.72], [-2.02, -0.25, 2.01], [-0.44, -0.16, -1.90], [-0.09, 0.47, -0.53], [0.24, -1.22, -1.62], [0.21, 0.68, 1.59], [-0.57, -0.33, 1.21]],
  "e_homo_ha": -0.553,
  "energy_ha": -642.16840,
  "charge": 1,
  "relative_energy_kcal_mol": 104.14,
  "lumo_energy_ev": -6.236,
  "gap_ev": 8.82
}

---

{
  "formula": "C6H8F3N2S",
  "method": "wB97M-V/def2-TZVPD",
  "elements": ["S", "F", "F", "F", "N", "N", "C", "C", "C", "C", "C", "C", "H", "H", "H", "H", "H", "H", "H", "H"],
  "xyz": [[-1.2205, -2.0218, 2.3088], [-2.7870, 0.0451, 3.1493], [-3.3340, 1.7928, 1.9845], [-3.9145, -0.1848, 1.4219], [-0.8107, -0.7178, 1.5261], [0.3330, -0.2279, -0.8267], [-0.3441, 0.8141, -0.9162], [0.3989, -2.6530, 2.7206], [-1.6695, 0.2566, 1.1443], [-1.4686, 1.0149, 0.0583], [-2.9220, 0.5194, 1.9554], [-0.1761, 1.8777, -1.9786], [1.0200, -2.3491, 3.7143], [-2.1783, 1.8380, -0.1356], [-0.1604, 3.0151, -1.6928], [0.3976, -3.8301, 2.8100], [-1.0787, 1.7987, -2.5323], [1.0336, -2.2114, 1.8818], [0.6709, 1.6854, -2.5711], [1.1691, -0.0537, -1.2900]],
  "forces_ev_per_angstrom": [[0.55, -1.68, 0.80], [0.40, 0.13, 2.30], [0.73, -0.25, 0.00], [-0.48, -0.39, -1.03], [-2.04, 2.03, -1.00], [-0.30, -0.84, 2.12], [-1.55, 2.34, 0.58], [3.14, -0.91, 1.52], [1.35, -1.74, 1.81], [0.28, 1.43, -3.21], [-1.08, 0.38, -0.29], [-0.52, 2.23, 1.85], [-2.19, -0.13, -1.99], [0.45, -0.50, 0.16], [0.10, -2.26, 0.12], [-0.30, 2.43, -0.74], [-0.75, -0.10, -1.07], [-0.69, -1.23, 0.90], [0.95, -0.30, -0.88], [1.95, -0.63, -1.96]],
  "s2": 2.034,
  "e_homo_ha": [-0.486, -0.518],
  "energy_ha": -1040.30393,
  "charge": 1,
  "multiplicity": 3,
  "lumo_energy_ev": [-4.150, -8.228],
  "gap_ev": [9.08, 5.87]
}

---

{
  "formula": "C6H8F3NO4",
  "method": "wB97M-V/def2-TZVPD",
  "elements": ["F", "F", "F", "O", "O", "O", "O", "N", "C", "C", "C", "C", "C", "C", "H", "H", "H", "H", "H", "H", "H", "H"],
  "xyz": [[-1.0554, 3.0095, 2.4805], [-0.1676, 1.1971, 3.2564], [-2.1068, 1.1026, 2.4224], [1.8544, -2.2396, -0.4006], [-0.9444, 1.6786, -0.3813], [0.9569, 1.8355, 0.9702], [1.0845, 0.4313, -2.4225], [-1.3871, -0.7599, -0.7431], [0.8118, -0.0558, -1.1581], [-0.5021, 0.3398, -0.5872], [-0.5693, -1.9233, -0.3720], [0.7599, -1.6953, -1.0714], [-0.9261, 1.7315, 2.2888], [-0.3244, 1.3342, 0.8827], [-1.1868, -2.8617, -0.5782], [-0.2440, -2.0127, 0.7150], [2.3097, -1.6192, 0.1304], [0.3662, 0.7361, -2.8677], [-2.3010, -0.6111, -0.3438], [1.6071, 0.1136, -0.3957], [1.1829, 2.4365, 0.3020], [0.7817, -2.1679, -2.1266]],
  "forces_ev_per_angstrom": [[-0.12, 0.96, 0.04], [0.44, 0.51, -0.12], [-0.83, 0.47, -0.04], [-0.52, -1.43, -0.69], [0.17, -0.57, 0.15], [0.31, -1.12, 1.73], [4.09, -0.88, 1.67], [1.05, 1.38, 0.25], [0.54, -2.47, 0.80], [-1.22, 0.75, 4.13], [-1.13, -1.62, 1.15], [-0.34, 0.77, -2.51], [-0.38, -3.33, -1.62], [0.72, -0.47, -2.30], [1.23, 1.09, -0.11], [-0.89, 0.55, -0.75], [0.54, 1.12, 0.88], [-3.46, 1.24, -1.73], [-0.01, -0.30, 0.27], [-0.22, 0.88, -1.01], [0.17, 1.41, -1.68], [-0.15, 1.05, 1.51]],
  "e_homo_ha": -0.324,
  "energy_ha": -888.63355,
  "charge": 0,
  "relative_energy_kcal_mol": 70.25,
  "lumo_energy_ev": 0.570,
  "gap_ev": 9.39
}

---

{
  "formula": "C6H8FN",
  "method": "wB97M-V/def2-TZVPD",
  "elements": ["F", "N", "C", "C", "C", "C", "C", "C", "H", "H", "H", "H", "H", "H", "H", "H"],
  "xyz": [[2.4609, 1.3095, 0.1822], [2.5073, -1.6724, 0.0171], [1.4853, -1.0038, -0.1560], [0.2275, -1.6654, 0.0564], [-1.1360, 0.3626, -0.1414], [-0.9581, -1.0247, 0.2428], [0.0014, 1.1776, 0.2967], [1.3159, 0.8911, -0.3517], [1.3887, 1.2185, -1.4154], [0.1107, 0.8975, 1.3936], [-0.3622, 2.1720, -0.0326], [-1.8506, -1.5532, 0.1794], [0.3186, -2.6638, 0.3046], [-1.4498, 0.4689, -1.1447], [3.4992, -1.3652, -0.0528], [-1.9351, 0.7183, 0.5381]],
  "forces_ev_per_angstrom": [[0.35, 0.72, 1.21], [5.82, 0.90, -0.04], [-5.27, 1.06, -0.61], [0.44, 2.83, 0.14], [-1.30, -0.46, 2.01], [0.48, -0.56, -1.13], [1.39, 0.85, 1.02], [0.17, -2.20, -1.58], [-0.35, -0.97, 0.43], [-0.09, 1.30, -1.03], [1.01, 0.28, 1.06], [-1.38, -1.38, 0.39], [0.15, -1.99, 0.21], [-0.24, 0.40, -1.38], [-1.03, -0.96, 0.11], [-0.14, 0.17, -0.79]],
  "s2": 2.035,
  "e_homo_ha": [-0.195, -0.316],
  "energy_ha": -387.81168,
  "charge": 0,
  "relative_energy_kcal_mol": 43.35,
  "multiplicity": 3,
  "lumo_energy_ev": [1.047, -2.504],
  "gap_ev": [6.35, 6.11]
}